Molecular formula: C22H29Cl3N7O3
Method: DFT, ωB97M-V/def2-TZVPD

Last column: Mulliken charge in e.
Positions of all 64 atoms, in Å:
O -3.3169 0.7749 -1.7448  -0.63
O 2.5875 -0.6144 3.9466  -0.75
O 0.4300 -0.5526 -0.4042  -0.66
Cl -7.5213 5.8961 0.0209  -0.21
Cl 0.4359 -4.7193 -3.7866  -0.22
Cl -2.4882 -5.3862 -4.8962  -0.19
C -4.2377 0.2668 -2.3632  0.61
C 1.7328 -1.2873 3.3706  0.68
C 1.3333 0.1361 0.0376  -0.29
C 5.3966 0.8939 3.2730  0.87
C -7.5154 3.8689 -1.8062  -0.65
C -5.8411 3.7493 -0.0757  -0.61
C -0.6509 -2.3711 -2.9515  -0.51
C -7.0222 2.6847 -2.3656  -0.48
C -5.3512 2.5633 -0.6309  -0.23
C -1.6900 -1.4548 -2.7770  -0.46
C -3.1982 -2.9577 -3.8926  -0.62
C -6.9196 4.4097 -0.6654  0.28
C -0.8800 -3.5867 -3.5950  0.20
C -2.1618 -3.8790 -4.0750  0.02
C -5.9240 2.0265 -1.7979  0.44
C -2.9873 -1.7387 -3.2356  0.45
N 6.3775 1.6071 2.7962  -0.38
N -5.4856 0.8557 -2.4281  -0.14
N -4.1006 -0.8974 -3.0952  -0.10
N 1.5122 1.3773 -0.4169  -0.10
N 5.0220 -0.2449 2.7343  -0.02
N 1.5647 -1.2837 2.0449  -0.06
N 4.7468 1.3236 4.3136  -0.33
C 0.8129 -2.1804 4.1678  -1.34
C 2.5791 2.3180 -0.0754  -0.81
C 5.5136 -0.9233 1.5284  -0.85
C 4.4966 -1.9641 1.0347  -1.11
C 3.3054 -1.3624 0.2702  -0.64
C 2.3074 -0.4794 1.0521  0.66
H -8.3615 4.3797 -2.2561  0.38
H -5.3880 4.1620 0.8202  0.38
H 0.3404 -2.1380 -2.5764  0.41
H -7.4985 2.2890 -3.2567  0.31
H -4.5219 2.0722 -0.1339  0.36
H -1.4453 -0.5302 -2.2686  0.49
H -4.1807 -3.2158 -4.2700  0.37
H 6.9053 1.2427 2.0238  0.21
H 6.6420 2.4681 3.2375  0.20
H -6.0833 0.5016 -3.1633  0.19
H -4.9617 -1.2390 -3.5010  0.17
H 0.8128 1.6762 -1.0828  0.35
H 4.2271 -0.6792 3.1922  0.25
H 0.8020 -1.8422 1.6794  0.28
H 3.9419 0.7827 4.6191  0.20
H 5.0019 2.1697 4.7857  0.17
H 1.0712 -2.1167 5.2243  0.34
H 0.9194 -3.2104 3.8302  0.37
H -0.2177 -1.8568 4.0272  0.36
H 3.5558 1.8672 -0.2587  0.21
H 2.4971 2.6134 0.9719  0.27
H 2.4875 3.2113 -0.6971  0.36
H 6.4429 -1.4417 1.7731  0.47
H 5.7115 -0.2056 0.7298  0.49
H 5.0170 -2.6347 0.3493  0.42
H 4.1389 -2.5651 1.8718  0.36
H 3.7090 -0.7749 -0.5562  0.39
H 2.7482 -2.1887 -0.1768  0.32
H 2.8247 0.3350 1.5503  0.09

**Kohn-Sham gap**: 7.188 eV
**Net charge**: +1

---

Molecular formula: C56H59F3N4O2
Method: DFT, ωB97M-V/def2-TZVPD

Last column: Mulliken charge in e.
Positions of all 124 atoms, in Å:
C -4.3561 -1.7075 -3.9202  -1.57
C -4.3724 -2.6480 -2.7162  1.55
C -4.8816 -4.0398 -3.0851  -1.48
C -5.1400 -2.0569 -1.5530  0.81
C -6.4841 -1.7475 -1.6416  -0.21
C -7.1551 -1.1975 -0.5679  -1.43
C -6.4825 -0.9436 0.6110  -0.53
C -5.1432 -1.2609 0.7441  0.91
C -4.3666 -1.0056 2.0189  1.88
C -5.1520 -1.3528 3.2831  -1.89
C -3.8458 0.4295 2.0770  -1.36
C -4.4720 -1.8152 -0.3502  -2.16
N -3.0703 -2.1433 -0.2409  2.15
N -2.6309 -3.3388 0.1204  -1.30
N -1.3215 -3.2674 0.0561  2.08
C -0.4944 -4.3905 0.4283  -2.73
C -0.1357 -5.3295 -0.5450  1.18
C -0.6774 -5.1852 -1.9539  1.41
C -1.5965 -6.3488 -2.3203  -1.64
C 0.4463 -5.0081 -2.9753  -1.47
C 0.7147 -6.3604 -0.1895  -0.12
C 1.2025 -6.4572 1.0994  -1.52
C 0.8260 -5.5396 2.0614  -0.50
C -0.0459 -4.5116 1.7481  1.35
C -0.4996 -3.4905 2.7725  1.65
C 0.5327 -2.3763 2.9314  -1.28
C -0.8487 -4.1141 4.1242  -1.95
C -0.8272 -1.9929 -0.3535  -0.25
C 0.5441 -1.5596 -0.4219  0.69
C 0.8790 -0.1976 -0.3441  -1.13
C 2.1842 0.2172 -0.4185  -0.37
C 3.2083 -0.7010 -0.5554  0.08
C 4.6565 -0.2308 -0.6242  0.73
F 5.4457 -1.2733 -0.9696  -0.31
F 4.7585 0.7531 -1.5455  -0.24
F 5.0131 0.2353 0.5925  -0.25
C 2.9117 -2.0491 -0.5865  -1.62
C 1.6095 -2.4727 -0.5182  -0.12
C -2.0142 -1.2528 -0.5900  0.70
C -2.1933 -0.0232 -1.1378  -2.45
H -3.9411 -0.7357 -3.6511  0.35
H -3.7616 -2.1137 -4.7395  0.42
H -5.3632 -1.5424 -4.2999  0.34
H -3.3297 -2.7605 -2.3722  -0.59
H -4.8360 -4.7106 -2.2264  0.35
H -5.9169 -3.9998 -3.4211  0.32
H -4.2935 -4.4798 -3.8916  0.40
H -7.0101 -1.9498 -2.5576  0.49
H -8.2055 -0.9658 -0.6515  0.38
H -7.0077 -0.5019 1.4392  0.33
H -3.4957 -1.6828 1.9767  -0.47
H -5.5752 -2.3555 3.2251  0.43
H -4.5169 -1.3021 4.1683  0.43
H -5.9699 -0.6518 3.4383  0.37
H -3.1884 0.6481 1.2355  0.28
H -4.6734 1.1385 2.0437  0.31
H -3.2874 0.6119 2.9965  0.38
H -1.2854 -4.2636 -1.9640  -0.47
H -2.4091 -6.4443 -1.5991  0.37
H -2.0331 -6.2223 -3.3119  0.40
H -1.0443 -7.2874 -2.3242  0.35
H 1.0410 -4.1203 -2.7616  0.29
H 1.1182 -5.8645 -2.9584  0.34
H 0.0629 -4.9139 -3.9916  0.45
H 0.9909 -7.0959 -0.9258  0.48
H 1.8662 -7.2655 1.3604  0.38
H 1.2122 -5.6224 3.0626  0.37
H -1.4256 -3.0469 2.3656  -0.35
H 0.7158 -1.8692 1.9857  0.14
H 0.2118 -1.6266 3.6555  0.47
H 1.4839 -2.7865 3.2703  0.25
H -1.5252 -4.9607 4.0088  0.42
H 0.0471 -4.4715 4.6278  0.38
H -1.3210 -3.3902 4.7893  0.43
H 0.1003 0.5187 -0.1580  0.72
H 2.4381 1.2600 -0.3683  0.35
H 3.7273 -2.7479 -0.6647  0.57
H 1.4019 -3.5233 -0.5317  0.86
H -1.3791 0.5516 -1.5222  0.58
H -3.1803 0.3706 -1.2710  0.40
C -0.1317 8.8766 -3.8716  -0.50
C 0.3302 8.2474 -2.7306  -0.36
C 0.9910 7.0388 -2.8599  -0.08
C 1.1995 6.4756 -4.1146  0.17
C 0.7216 7.0968 -5.2546  -0.49
C 0.0542 8.3008 -5.1217  -0.45
C 1.9802 5.2395 -3.9665  -0.53
O 2.3388 4.5074 -4.8654  -0.65
C 2.2476 5.0613 -2.5350  -0.09
C 3.0825 4.1094 -2.0375  -0.19
C 3.3446 3.8353 -0.6367  0.78
C 2.3391 3.9793 0.3229  -0.58
C 2.5670 3.7647 1.6587  0.56
C 3.8611 3.4073 2.0981  0.21
N 4.1192 3.2305 3.4564  0.05
C 3.0575 3.3376 4.4803  -0.59
C 1.9279 4.2752 4.0547  -0.88
C 1.4437 3.9610 2.6324  -1.08
C 5.4717 2.9023 3.9546  -0.68
C 6.5611 3.4380 3.0278  -0.87
C 6.3062 2.9954 1.5778  -1.00
C 4.8940 3.2625 1.1407  0.71
C 4.6140 3.4355 -0.1969  -1.04
C 1.5802 6.1692 -1.8283  0.86
O 1.5096 6.3684 -0.6335  -0.70
H -0.6382 9.8251 -3.7891  0.40
H 0.1940 8.6751 -1.7523  0.49
H 0.8705 6.6325 -6.2149  0.49
H -0.3238 8.8002 -5.9992  0.40
H 3.6255 3.5188 -2.7584  0.56
H 1.3667 4.3091 0.0008  0.60
H 2.6675 2.3321 4.6640  0.26
H 3.5045 3.6736 5.4216  0.40
H 1.0897 4.2147 4.7637  0.39
H 2.2780 5.3140 4.0985  0.31
H 0.7959 4.7660 2.2627  0.42
H 0.8211 3.0594 2.6396  0.28
H 5.5878 3.3001 4.9683  0.42
H 5.5445 1.8137 4.0329  0.27
H 6.5690 4.5345 3.0788  0.30
H 7.5570 3.1177 3.3648  0.40
H 6.9933 3.5128 0.8964  0.41
H 6.5215 1.9267 1.4626  0.22
H 5.3964 3.2884 -0.9224  0.45

**Energy above the lowest of the compared OMol25 structures with the same formula, charge and spin**: 0.0 kJ/mol
**Kohn-Sham gap**: 5.825 eV
**Net charge**: 0

---

Molecular formula: C18H19BN6Zn
Method: DFT, ωB97M-V/def2-TZVPD

Last column: Mulliken charge in e.
Positions of all 45 atoms, in Å:
C 0.1715 -2.2133 -2.0579  0.24
N 0.8946 -1.6351 -1.0828  -0.16
N 1.9301 -2.4911 -0.7721  0.02
C 1.8772 -3.5717 -1.5769  -0.03
C 0.7617 -3.4439 -2.4055  -1.08
B 2.8850 -2.2225 0.4224  0.35
N 3.3292 -0.7299 0.3176  -0.05
N 2.4596 0.3349 0.0685  -0.09
C 3.2204 1.4496 0.0819  0.27
C 4.5629 1.1078 0.3058  -1.08
C 4.5929 -0.2709 0.4239  -0.08
Zn 0.4242 0.2314 -0.4356  -0.59
N 2.1065 -2.4543 1.7698  0.32
N 0.9846 -1.6681 1.9284  -0.24
C 0.4299 -2.0218 3.0781  -0.15
C 1.1855 -3.0405 3.7192  -0.65
C 2.2428 -3.2821 2.8387  -0.04
H -0.4838 -1.5602 3.4415  0.46
H 3.0761 -3.9737 2.8938  0.48
H 0.9828 -3.5141 4.6660  0.45
H 3.8460 -2.9337 0.3803  -0.05
H 5.4228 -0.9680 0.5527  0.45
H 2.6367 -4.3312 -1.4719  0.47
H 5.3919 1.7924 0.3835  0.40
H 0.4066 -4.1471 -3.1405  0.40
H 2.8018 2.4381 -0.0405  0.34
H -0.7293 -1.7371 -2.4289  0.44
H 0.5337 2.2361 1.4829  0.42
C 0.3720 2.6960 0.4933  -1.27
H 1.0658 3.5274 0.3184  0.41
H 0.4519 1.9598 -0.3369  0.35
H -0.6281 3.1321 0.4583  0.33
C -1.4476 0.4613 -0.7091  -2.30
C -2.5371 1.0339 -0.7455  2.75
C -3.7478 1.7437 -0.8941  0.40
C -4.3286 2.4582 0.1832  -0.36
C -5.3988 3.3239 -0.0755  -0.51
C -5.9387 3.4140 -1.3678  -0.29
C -5.3923 2.6642 -2.4185  -0.56
C -4.3103 1.8177 -2.1829  -0.29
H -3.8989 2.3736 1.1892  0.45
H -5.7975 3.9380 0.7310  0.41
H -6.7792 4.0739 -1.5550  0.43
H -5.7791 2.7613 -3.4321  0.41
H -3.8500 1.2411 -2.9986  0.43

**Kohn-Sham gap (spin up / spin down)**: 4.669 / 5.025 eV
**Net charge**: +2

---

Molecular formula: CH7ISi2
Method: DFT, ωB97M-V/def2-TZVPD

Last column: Mulliken charge in e.
Positions of all 11 atoms, in Å:
C -0.0046 -0.6624 0.3495  -0.76
Si 1.8129 -0.0208 -0.3005  0.52
Si -1.4411 0.3483 -0.2380  0.28
I -5.0985 -0.5034 0.7823  -0.47
H 0.0614 -1.7294 0.0306  0.35
H 0.0005 -0.6291 1.4282  0.33
H 2.3839 0.6043 0.8979  -0.09
H 3.0129 -0.6736 -0.7272  -0.13
H 1.3092 0.6513 -1.5702  -0.11
H -2.2053 -0.0636 -1.3736  0.02
H -1.7121 1.3704 0.7235  0.04

**Energy above the lowest of the compared OMol25 structures with the same formula, charge and spin**: 309.0 kJ/mol
**Kohn-Sham gap (spin up / spin down)**: 6.109 / 4.978 eV
**Net charge**: 0

---

| no. | electronic energy (Eh) |
| --- | --- |
| 1 | -2845.24570 |
| 2 | -2838.42996 |
| 3 | -2829.35472 |
| 4 | -918.84037 |